Entry 1:
A molecular structure, C11H8ClGaNO4 at a distorted geometry. Source: the OMol25 dataset; level of theory: the ωB97M-V functional and the def2-TZVPD basis.

Geometry (Å):
Ga  0.004  0.036  0.137
O  -3.201  -0.328  -0.413
C  -2.061  -0.219  -0.235
C  2.117  0.169  -0.014
O  3.274  0.219  -0.059
C  -0.170  2.046  -0.607
O  -0.301  3.166  -0.855
C  0.193  -2.104  0.274
O  0.303  -3.230  0.486
C  -0.031  -1.076  -4.948
H  -0.512  -2.053  -4.801
H  -0.688  -0.226  -5.177
C  1.306  -0.930  -4.864
H  1.789  0.044  -5.021
H  1.964  -1.783  -4.646
Cl  -2.949  0.015  4.995
C  -1.477  0.386  4.199
C  -0.435  0.992  4.898
C  0.737  1.314  4.226
C  0.826  1.043  2.867
N  -0.177  0.447  2.207
C  -1.327  0.092  2.840
H  -0.547  1.203  5.954
H  1.569  1.773  4.739
H  1.721  1.307  2.307
H  -2.111  -0.403  2.278

Output
HOMO-LUMO gap (alpha / beta) ... 0.1387 / 0.1384 hartree
Net charge ... +3
Electronic energy ... -3163.35872 Ha

Results of the natural (NBO) charge analysis, in e, for atoms 1 through 4:
1. Ga 1.066
2. O -0.178
3. C 0.533
4. C 0.537

---

Entry 2:
C2H5N in the gas phase at a distorted geometry. Source: the OMol25 dataset; level of theory: the ωB97M-V functional and the def2-TZVPD basis.

Geometry (Å):
C  0.635  -0.530  0.043
C  -0.754  -0.315  -0.032
H  0.913  -0.776  1.027
H  1.333  -0.812  -0.782
H  -1.800  -0.286  0.756
H  -1.220  -0.402  -0.944
H  0.216  1.122  0.817
N  0.182  0.889  -0.135

Output
HOMO-LUMO gap ... 0.4246 hartree
Electronic energy ... -133.85414 Ha
SMILES ... C1CN1

Results of the natural (NBO) charge analysis, in e, for atoms 1 through 4:
1. C -0.292
2. C -0.268
3. H 0.190
4. H 0.215

---

Entry 3:
3 unconnected molecules or ions with the total composition CH5O4. Source: the OMol25 dataset; level of theory: the ωB97M-V functional and the def2-TZVPD basis.

Geometry (Å):
O  -1.235  -0.867  -0.257
C  -1.512  0.327  0.060
O  -0.740  1.253  0.332
H  -2.626  0.515  0.098
H  1.563  -1.241  -1.195
H  0.044  -1.299  -1.206
O  0.836  -1.504  -1.766
H  1.683  1.765  1.533
H  1.231  0.338  1.650
O  2.049  0.867  1.619

Output
HOMO-LUMO gap ... 0.3345 hartree
Net charge ... -1
Electronic energy ... -342.14273 Ha

Results of the natural (NBO) charge analysis, in e, for atoms 1 through 4:
1. O -0.814
2. C 0.642
3. O -0.776
4. H 0.003